1.
63
Properties=species:S:1:pos:R:3:forces:R:3:lowdin_charge:R:1 method="wB97M-V/def2-TZVPD" charge=-1 lumo_ev=2.44 orbital_gap_ev=6.80 homo_ev=-4.37
Sn 0.955022 -1.318152 -0.143020 0.44 -0.26 -0.06 0.894
Se -1.796337 -3.227621 -0.253967 -0.16 0.15 0.05 0.161
P -2.389035 -1.360855 -1.116362 -0.14 -0.07 -0.02 0.100
Se -1.239702 0.433401 -0.617298 -0.24 -0.24 -0.16 0.340
C -4.143867 -1.042102 -0.701836 -0.04 -0.02 0.07 -0.411
C -5.110501 -1.947918 -1.147578 0.01 0.15 0.04 -0.101
C -6.434530 -1.795615 -0.767078 0.05 0.00 0.00 -0.089
C -6.803525 -0.746032 0.071679 0.01 -0.04 -0.04 -0.101
C -5.848635 0.156242 0.511696 0.10 -0.01 -0.05 -0.088
C -4.517489 0.010887 0.122701 -0.13 -0.02 -0.01 -0.112
C -2.408725 -1.451007 -2.939988 0.00 -0.05 -0.07 -0.413
C -1.751936 -2.477225 -3.606492 -0.04 0.07 -0.15 -0.106
C -1.715452 -2.489564 -4.999771 -0.03 0.05 0.07 -0.084
C -2.341452 -1.483332 -5.721231 -0.02 -0.01 0.05 -0.099
C -3.001564 -0.454615 -5.053238 0.02 0.00 0.02 -0.090
C -3.029117 -0.434202 -3.667693 0.02 -0.07 -0.06 -0.102
H -4.813790 -2.772062 -1.785051 -0.01 -0.04 0.02 0.104
H -7.181301 -2.502523 -1.112342 0.05 0.04 0.01 0.099
H -7.837190 -0.637946 0.381692 0.05 0.00 -0.03 0.096
H -6.135277 0.974483 1.163049 0.04 -0.04 -0.03 0.099
H -3.761227 0.709352 0.460700 -0.03 -0.02 0.03 0.050
H -1.271019 -3.256053 -3.027867 0.00 -0.01 0.00 0.057
H -1.193643 -3.285380 -5.519679 -0.03 0.03 0.05 0.100
H -2.318005 -1.496272 -6.805331 0.01 0.01 0.05 0.096
H -3.483726 0.337560 -5.617200 0.03 -0.07 0.06 0.099
H -3.522788 0.376037 -3.142651 0.00 -0.01 -0.02 0.105
C 0.015146 3.043468 0.871043 0.23 0.17 0.11 -0.080
C 1.494127 3.328019 0.945719 -0.27 0.09 0.12 -0.184
C 2.026601 4.175045 1.902603 -0.04 0.07 0.08 -0.074
C 3.393783 4.406735 1.962820 0.00 -0.02 -0.02 -0.672
Cl 4.028459 5.500547 3.176633 -0.04 -0.09 -0.08 0.611
C 4.250513 3.784551 1.080240 0.01 -0.05 -0.05 -0.107
C 3.733040 2.930102 0.108771 0.02 -0.04 -0.02 0.011
C 2.361607 2.715824 0.034743 0.10 -0.20 -0.08 -0.226
O 1.745724 1.915258 -0.875887 0.14 -0.16 -0.17 -0.103
C 2.533166 1.270165 -1.881551 -0.03 0.12 0.24 -0.107
C 3.481109 0.180496 -1.349613 0.34 -0.07 0.18 -0.674
O 4.549496 0.016269 -1.938162 -0.54 0.03 0.30 0.021
O 3.055175 -0.458487 -0.313694 -0.14 0.27 -0.37 -0.266
H -0.531086 3.620811 1.620542 0.06 -0.04 -0.05 0.082
H -0.185578 1.981756 1.033336 0.08 0.20 0.12 -0.026
H -0.382176 3.280977 -0.118166 0.03 0.01 0.03 0.070
H 1.369549 4.662179 2.614392 0.03 -0.03 -0.04 0.107
H 5.318354 3.947102 1.145714 -0.03 0.00 0.00 0.104
H 4.417086 2.419841 -0.558814 -0.07 0.03 -0.01 0.116
H 3.104021 1.996149 -2.458753 0.05 0.09 0.01 0.128
H 1.799388 0.797231 -2.535254 -0.02 -0.03 -0.04 0.125
C 4.032759 -0.292945 2.687839 0.12 0.07 -0.13 -0.217
Ge 2.490931 -1.451806 2.981509 0.04 -0.07 0.09 0.696
C 2.858406 -3.313101 2.466260 0.04 0.00 -0.14 -0.230
C 2.202589 -1.495929 4.929760 -0.03 -0.04 0.13 -0.241
C 0.913756 -0.867647 2.012967 0.11 0.20 -0.10 -0.515
H 4.881490 -0.636965 3.287499 -0.07 0.05 -0.04 0.014
H 3.786642 0.731846 2.986858 0.04 -0.09 -0.03 0.017
H 4.306305 -0.289589 1.628922 -0.03 0.00 0.20 0.002
H 3.772860 -3.699401 2.924947 -0.08 0.04 -0.02 0.012
H 2.957786 -3.394701 1.377912 0.03 -0.02 0.14 0.003
H 2.015814 -3.935941 2.780186 0.07 -0.01 -0.03 0.017
H 3.117937 -1.869186 5.402664 -0.11 0.04 0.02 0.008
H 1.379194 -2.168181 5.193691 0.09 0.10 -0.02 0.010
H 1.986820 -0.501654 5.334998 0.02 -0.12 -0.08 0.011
H 0.784558 0.211249 2.149952 0.00 -0.03 -0.03 -0.028
H 0.029488 -1.359577 2.421520 -0.11 -0.03 -0.02 -0.017



2.
17
Properties=species:S:1:pos:R:3:forces:R:3:lowdin_charge:R:1 method="wB97M-V/def2-TZVPD" charge=0 lumo_ev=0.74 e_above_lowest_kcal_mol=53.7 orbital_gap_ev=9.76 homo_ev=-9.03
C -1.133248 -2.015771 -0.029579 0.35 -0.47 0.30 -0.314
C -0.012114 -1.937164 -0.726042 -0.23 -0.18 -0.05 -0.014
C 0.819035 1.236909 0.742162 0.19 -0.26 0.14 -0.514
C -0.241859 1.070602 -0.299181 -0.15 -0.08 0.07 -0.214
N 1.413507 2.456140 0.748296 0.09 0.40 -0.17 0.123
O -2.350891 -1.805437 -0.592995 -0.27 0.17 -0.08 -0.001
N 1.189581 0.345544 1.570290 0.03 -0.05 0.32 0.121
N -0.110749 1.238938 -1.537834 -0.16 0.20 -0.58 0.116
H -3.053186 -1.949847 0.047855 0.11 0.00 0.00 0.100
H 1.231611 3.117086 0.016814 0.01 0.03 0.04 0.090
H 2.201695 2.595821 1.354037 0.06 0.00 0.01 0.099
H 0.662824 -0.518207 1.508068 -0.12 0.15 -0.26 0.012
H 0.819913 1.530622 -1.835679 0.13 0.01 0.27 0.057
H -1.127299 -2.281500 1.027440 -0.09 0.07 -0.10 0.115
H -1.214324 0.732802 0.048974 -0.05 -0.04 0.13 0.102
H 0.941840 -2.125147 -0.271282 0.13 -0.04 0.20 0.057
H -0.036335 -1.691393 -1.771345 -0.02 0.10 -0.25 0.064



3.
111
Properties=species:S:1:pos:R:3:forces:R:3:lowdin_charge:R:1 method="wB97M-V/def2-TZVPD" charge=+2 lumo_ev=-5.80 e_above_lowest_kcal_mol=0.0 orbital_gap_ev=6.37 homo_ev=-12.17
Ga 0.318778 -1.276963 0.721294 -0.06 -0.12 0.28 0.291
O 0.991444 -0.425285 5.927928 0.00 -0.03 -0.03 0.040
C -0.180692 0.254680 5.677536 -0.22 0.26 -0.01 -0.256
C -0.753763 1.090607 6.622561 0.09 -0.07 0.07 -0.009
C -1.947107 1.737183 6.340568 0.01 -0.02 0.01 -0.063
C -2.577481 1.531343 5.124020 -0.09 0.04 -0.06 -0.070
C -1.982992 0.716111 4.172608 0.01 -0.04 -0.05 -0.024
C -0.772086 0.096044 4.425916 0.29 -0.06 -0.08 -0.095
C -0.108699 -0.800819 3.403597 0.07 -0.23 0.16 -0.368
O -0.731023 -0.823973 2.184642 -0.31 -0.01 -0.22 -0.163
N 1.305648 -0.369144 3.209022 -0.24 0.46 0.20 0.077
N 1.890570 -0.803769 2.092126 -0.05 -0.29 -0.43 -0.055
C 3.163387 -0.917097 1.963680 -0.18 0.16 0.38 -0.151
C 3.798680 -1.318510 0.740139 -0.03 -0.04 -0.58 -0.529
Br 2.604424 -1.331352 -0.785780 0.43 -0.05 0.09 0.970
C 5.080728 -1.633249 0.512629 -0.23 0.07 -0.09 -0.069
C 6.128097 -1.834299 1.503906 0.28 -0.03 0.26 -0.220
C 7.453173 -1.591066 1.122083 -0.15 0.09 -0.03 -0.021
C 8.490252 -1.787981 2.013963 0.08 -0.02 0.06 -0.052
C 8.227698 -2.251916 3.296283 -0.03 0.00 -0.05 -0.052
C 6.921999 -2.528787 3.678372 0.06 0.01 0.08 -0.061
C 5.880503 -2.324233 2.792195 -0.07 -0.01 -0.15 -0.044
H 1.227970 -0.311145 6.855023 0.05 0.00 0.00 0.120
H -0.269797 1.226415 7.583920 -0.01 0.02 -0.01 0.122
H -2.382439 2.394745 7.080873 -0.03 -0.04 0.01 0.115
H -3.534137 1.994219 4.920050 0.04 0.03 0.00 0.109
H -2.457799 0.521450 3.221589 -0.04 0.08 -0.07 0.112
H -0.076709 -1.809529 3.851352 -0.06 0.02 -0.05 0.133
H 1.855765 -0.317185 4.059728 0.14 -0.07 -0.06 0.137
H 3.818964 -0.671287 2.795509 0.00 0.01 0.00 0.148
H 5.392562 -1.753713 -0.519277 -0.06 -0.05 0.00 0.117
H 7.659443 -1.223217 0.124206 0.02 -0.05 -0.01 0.121
H 9.510032 -1.595449 1.709587 -0.02 0.03 -0.02 0.117
H 9.042081 -2.418434 3.988112 -0.01 0.00 0.00 0.116
H 6.723360 -2.921765 4.666623 -0.02 -0.01 -0.01 0.112
H 4.875412 -2.608899 3.077102 0.00 -0.02 0.02 0.103
S -3.516992 -7.654356 0.184779 -0.05 -0.07 -0.03 1.097
N -2.601739 -7.109453 1.384563 0.02 -0.10 0.25 -0.197
C -1.993435 -6.021446 0.953259 -0.17 0.04 -0.58 -0.293
C -1.037465 -5.234382 1.692531 0.20 0.29 0.04 -0.056
C -0.583690 -5.543082 2.979340 -0.02 0.03 -0.11 0.057
C 0.401846 -4.760459 3.535014 -0.02 -0.10 0.04 0.007
C 0.894964 -3.671817 2.818735 0.16 -0.11 -0.09 -0.089
N 0.438085 -3.332723 1.621058 -0.14 0.10 -0.10 0.100
C -0.509496 -4.105892 1.059694 0.06 -0.25 0.34 -0.119
C -0.912930 -3.740140 -0.286216 -0.20 -0.10 -0.36 -0.117
N -0.380929 -2.611404 -0.781408 -0.10 0.24 0.34 0.027
C -0.599570 -2.283372 -2.050135 0.05 0.04 -0.02 -0.106
C -1.401026 -3.047635 -2.886744 0.00 -0.04 -0.03 0.016
C -2.019305 -4.170956 -2.374500 0.01 0.02 0.07 0.065
C -1.772188 -4.540521 -1.048804 0.23 0.32 0.00 -0.055
C -2.333920 -5.696534 -0.396444 0.07 -0.23 0.50 -0.298
N -3.183637 -6.550984 -0.933306 -0.13 0.01 -0.20 -0.198
H -1.000184 -6.397355 3.496667 0.03 0.00 0.02 0.137
H 0.797093 -4.979213 4.516773 0.03 0.01 -0.02 0.127
H 1.707043 -3.079753 3.218088 -0.06 0.07 0.03 0.120
H -0.120093 -1.378309 -2.404354 -0.09 -0.06 -0.01 0.093
H -1.544008 -2.738710 -3.912753 -0.01 0.03 -0.01 0.116
H -2.684722 -4.774618 -2.978037 0.01 -0.01 -0.01 0.138
C 0.201911 1.188484 -2.044904 -0.05 -0.01 0.21 -0.405
C 0.020440 2.635863 -2.469264 0.06 -0.01 -0.18 -0.431
As 0.505662 2.829164 -4.398073 -0.20 0.02 0.15 1.316
C -0.555128 4.434227 -4.741720 0.01 0.02 -0.04 -0.431
C -0.879398 5.359097 -3.754657 0.09 -0.09 0.05 -0.122
C -1.636107 6.481516 -4.063729 -0.02 0.05 -0.01 -0.081
C -2.065980 6.694167 -5.364155 -0.01 0.01 0.01 -0.076
C -1.728123 5.787171 -6.359704 -0.01 0.02 -0.02 -0.072
C -0.974192 4.667263 -6.049949 0.07 -0.10 0.02 -0.122
C -0.840428 1.524346 -4.990032 0.04 0.02 -0.10 -0.432
C -2.184890 1.647622 -4.644482 -0.01 0.06 0.03 -0.108
C -3.109356 0.700551 -5.055461 -0.04 -0.02 0.04 -0.073
C -2.700680 -0.380355 -5.828348 0.02 -0.04 0.00 -0.090
C -1.366436 -0.508567 -6.186284 -0.07 -0.11 0.02 -0.095
C -0.441142 0.438470 -5.764352 0.13 0.11 0.10 -0.128
P -0.504041 0.788437 -0.384400 0.35 0.18 -0.11 1.073
C -2.295557 0.930090 -0.620647 0.12 -0.13 0.11 -0.324
C -3.050628 -0.234509 -0.756517 0.07 0.05 0.08 -0.085
C -4.383693 -0.170466 -1.128814 0.00 -0.02 -0.01 -0.057
C -4.976022 1.061744 -1.362800 -0.01 -0.07 0.02 -0.054
C -4.244018 2.227317 -1.188479 -0.01 0.07 0.00 -0.049
C -2.910199 2.169070 -0.816148 0.00 -0.02 0.00 -0.094
C 0.098497 2.095322 0.709134 0.00 -0.09 -0.02 -0.359
C 1.477162 2.318883 0.732389 -0.07 -0.04 -0.07 -0.110
C 2.008737 3.284244 1.568650 0.07 -0.02 0.00 -0.059
C 1.170440 4.019677 2.396441 -0.01 0.02 0.03 -0.053
C -0.195639 3.787019 2.388540 0.01 -0.02 0.08 -0.048
C -0.735418 2.825397 1.546783 -0.01 -0.06 0.00 -0.075
H 1.258699 0.908029 -2.051588 -0.03 -0.03 0.00 0.044
H -0.327035 0.541850 -2.752436 0.04 0.02 0.05 0.050
H 0.633395 3.308385 -1.869206 0.00 -0.01 0.00 0.068
H -1.021292 2.934035 -2.376991 -0.02 0.06 0.00 0.035
H -0.531847 5.221840 -2.737198 -0.04 0.01 0.01 0.089
H -1.885021 7.192878 -3.286637 0.01 0.00 -0.01 0.106
H -2.656042 7.568721 -5.603885 0.01 0.00 0.00 0.109
H -2.050294 5.956370 -7.378721 0.00 -0.01 0.00 0.110
H -0.710751 3.960792 -6.829828 -0.05 0.03 -0.04 0.103
H -2.518363 2.504882 -4.068296 -0.01 -0.01 -0.02 0.103
H -4.153582 0.814381 -4.791707 0.01 0.00 0.00 0.106
H -3.425822 -1.108987 -6.167882 -0.01 0.01 -0.02 0.107
H -1.049599 -1.336593 -6.807748 0.01 0.01 -0.02 0.107
H 0.600527 0.343600 -6.050992 -0.01 -0.02 -0.03 0.094
H -2.598595 -1.194877 -0.548310 -0.02 -0.07 -0.03 0.084
H -4.959128 -1.080949 -1.232917 0.00 0.01 0.00 0.113
H -6.013887 1.111366 -1.664289 0.00 0.02 0.02 0.117
H -4.712597 3.190159 -1.344542 0.01 0.00 0.01 0.119
H -2.362004 3.088926 -0.666004 0.03 0.01 -0.06 0.106
H 2.130984 1.742348 0.084322 0.04 0.05 0.00 0.096
H 3.074942 3.469469 1.573496 0.00 -0.01 -0.01 0.114
H 1.583659 4.778204 3.048026 0.01 -0.01 0.00 0.115
H -0.840928 4.347176 3.051167 -0.04 0.02 -0.03 0.116
H -1.801158 2.646168 1.541672 -0.03 -0.02 0.09 0.102



The lowest charge belongs to which entry? C25H29ClGeO3PSe2Sn



Among the records above, which one has the highest charge? C54H44AsBrGaN6O2PS



Among the records above, which one has the lowest charge? C25H29ClGeO3PSe2Sn